{
  "formula": "C49H95BCl2InN6O16",
  "method": "ωB97M-V/def2-TZVPD",
  "lumo_energy_ev": 2.10,
  "total_charge": -1,
  "homo_lumo_gap_ha": 0.3133,
  "homo_ev": -6.4,
  "max_force_ha_per_bohr": 0.08676,
  "species": ["In", "Cl", "Cl", "O", "C", "O", "B", "O", "C", "O", "O", "C", "O", "C", "O", "O", "N", "O", "O", "O", "C", "C", "C", "C", "C", "C", "N", "O", "C", "C", "C", "H", "H", "H", "H", "H", "H", "H", "H", "H", "H", "H", "H", "H", "H", "H", "H", "H", "H", "H", "C", "C", "C", "C", "C", "C", "N", "O", "C", "C", "C", "H", "H", "H", "H", "H", "H", "H", "H", "H", "H", "H", "H", "H", "H", "H", "H", "H", "H", "H", "C", "C", "C", "C", "C", "C", "N", "O", "C", "C", "C", "H", "H", "H", "H", "H", "H", "H", "H", "H", "H", "H", "H", "H", "H", "H", "H", "H", "H", "H", "C", "C", "C", "C", "C", "C", "N", "O", "C", "C", "C", "H", "H", "H", "H", "H", "H", "H", "H", "H", "H", "H", "H", "H", "H", "H", "H", "H", "H", "H", "C", "C", "C", "C", "C", "C", "N", "O", "C", "C", "C", "H", "H", "H", "H", "H", "H", "H", "H", "H", "H", "H", "H", "H", "H", "H", "H", "H", "H", "H"],
  "positions_angstrom": [[0.04541, -1.14967, -1.19596], [-0.26003, -0.17943, -3.32206], [-1.13349, 0.87577, 0.38350], [1.37137, -2.67249, -2.29197], [2.43200, -2.54335, -2.87738], [3.31734, -1.59065, -2.72246], [4.49353, -1.81209, -3.69593], [4.09629, -2.97735, -4.40502], [2.97641, -3.48760, -3.98142], [2.47361, -4.47124, -4.29862], [5.68709, -1.79147, -2.93433], [6.28366, -0.58676, -3.07350], [7.24164, -0.20430, -2.49045], [5.48158, 0.18514, -4.16177], [4.56268, -0.69323, -4.57661], [5.69255, 1.26904, -4.54066], [-0.79399, -3.30305, 0.09152], [0.31541, -2.69107, 0.19056], [-1.57686, -2.84607, -0.80175], [-1.07229, -4.17699, 0.87976], [-2.60014, -3.11751, -3.93358], [-3.88138, -2.33477, -3.67737], [-5.02162, -3.28791, -3.84997], [-6.29009, -2.85498, -3.20873], [-6.00141, -2.54410, -1.75803], [-5.02068, -1.37023, -1.53222], [-3.78946, -1.82241, -2.22430], [-2.71200, -0.95826, -2.06886], [-5.46070, -0.02566, -2.01618], [-4.76498, -1.46516, 0.03719], [-3.97551, -1.24086, -4.69236], [-1.75715, -2.48493, -4.22460], [-2.75050, -3.93082, -4.68070], [-2.37475, -3.59681, -2.97814], [-5.15136, -3.55548, -4.89897], [-4.74853, -4.24496, -3.35753], [-7.02729, -3.64440, -3.16380], [-6.77326, -2.01183, -3.78101], [-5.39289, -3.40875, -1.45632], [-6.87584, -2.24400, -1.04929], [-6.03052, 0.51150, -1.24415], [-4.60558, 0.63000, -2.22917], [-5.96618, -0.01798, -2.92940], [-5.70225, -1.21741, 0.49318], [-4.55731, -2.47236, 0.30479], [-4.04972, -0.69753, 0.43082], [-3.18693, -0.50468, -4.67653], [-4.92010, -0.71882, -4.63256], [-3.95309, -1.60098, -5.73992], [-2.86902, -0.15207, -2.58272], [1.52582, 2.21139, -1.52735], [2.79498, 1.76754, -0.84470], [3.11319, 2.93491, 0.00136], [4.15324, 2.74986, 1.12224], [3.83623, 1.48346, 1.86261], [3.31293, 0.25327, 1.11406], [2.40100, 0.64829, 0.06686], [2.09866, -0.45284, -0.71600], [4.55790, -0.50915, 0.53555], [2.47009, -0.63154, 2.04521], [3.94395, 1.44318, -1.83049], [0.75157, 2.33146, -0.79353], [1.12726, 1.60324, -2.28918], [1.76591, 3.23784, -1.96177], [3.56428, 3.71438, -0.64795], [2.24275, 3.37432, 0.41002], [4.00263, 3.58173, 1.86965], [5.19004, 2.75343, 0.66024], [3.03458, 1.72404, 2.59411], [4.70382, 1.18900, 2.45526], [5.00909, 0.22196, -0.12332], [5.29904, -0.73775, 1.27723], [4.47594, -1.44306, 0.00425], [3.10040, -0.77108, 2.98231], [1.48621, -0.22736, 2.28567], [2.27439, -1.63899, 1.60062], [4.14449, 0.37190, -1.96106], [4.97788, 1.82274, -1.55744], [3.67569, 1.91896, -2.76287], [2.93121, -0.79271, -1.15264], [-2.22087, 5.13205, 4.45422], [-1.24726, 3.96098, 4.55476], [-0.24344, 4.09714, 5.76717], [-1.00833, 3.88032, 7.04726], [-1.71219, 2.46882, 6.95183], [-2.65107, 2.24826, 5.70902], [-1.94678, 2.63113, 4.45590], [-2.89107, 2.71596, 3.42318], [-2.81558, 0.71188, 5.49982], [-3.95107, 2.92358, 5.91529], [-0.29378, 4.00148, 3.42797], [-1.68740, 6.05425, 4.10350], [-2.65639, 5.39600, 5.38188], [-2.91993, 4.79253, 3.76212], [0.56243, 3.43100, 5.53193], [0.15156, 5.09310, 5.76565], [-1.73574, 4.69689, 7.14158], [-0.41017, 3.95436, 7.89979], [-2.26001, 2.21021, 7.90005], [-0.89515, 1.75943, 6.76776], [-1.80889, 0.26740, 5.41129], [-3.36232, 0.20698, 6.29045], [-3.36401, 0.50685, 4.57595], [-3.85360, 3.94159, 6.34332], [-4.55212, 3.02310, 5.02052], [-4.53492, 2.30777, 6.56287], [0.40192, 3.20068, 3.63315], [0.30430, 4.91731, 3.50392], [-0.63763, 3.91843, 2.38818], [-2.49344, 2.11967, 2.76163], [5.14649, -4.80224, 3.40194], [5.14139, -5.94834, 2.40543], [4.70290, -7.25025, 3.14203], [4.50637, -8.41090, 2.12056], [3.41733, -7.95981, 1.15536], [3.66378, -6.62668, 0.44482], [4.13471, -5.66905, 1.44576], [4.34733, -4.40267, 0.90128], [4.65666, -6.75149, -0.72146], [2.31671, -6.14948, -0.10198], [6.59793, -6.10902, 1.81228], [4.11818, -4.62555, 3.72519], [5.55034, -3.87690, 3.04387], [5.73666, -5.13852, 4.23728], [5.46051, -7.51940, 3.87525], [3.71768, -7.04257, 3.61255], [4.19668, -9.28327, 2.72002], [5.47423, -8.63533, 1.67964], [2.43492, -8.00304, 1.59110], [3.34939, -8.69750, 0.31108], [5.03083, -5.79020, -1.04610], [5.55053, -7.34756, -0.49522], [4.14041, -7.25951, -1.50582], [2.37229, -5.31252, -0.80106], [1.85558, -6.99568, -0.65397], [1.62011, -5.97313, 0.75733], [6.71993, -7.07835, 1.38238], [7.31674, -5.95881, 2.61552], [6.68633, -5.34194, 1.05490], [3.62032, -3.86531, 1.20654], [-2.47794, 5.14274, -4.65574], [-1.85899, 5.23538, -3.24350], [-1.85732, 6.63518, -2.53478], [-3.22980, 7.14662, -2.12251], [-3.78387, 6.20952, -1.11609], [-3.89638, 4.71529, -1.67419], [-2.54362, 4.35129, -2.31594], [-2.64620, 3.07481, -2.92173], [-4.09735, 3.76694, -0.58589], [-5.18633, 4.76349, -2.61807], [-0.38024, 4.74382, -3.36549], [-3.42895, 4.57944, -4.63141], [-1.91390, 4.55770, -5.43774], [-2.64181, 6.14926, -5.07549], [-1.30291, 6.58236, -1.59271], [-1.33516, 7.29310, -3.20190], [-3.98850, 7.32901, -2.84145], [-3.00110, 8.08502, -1.67309], [-4.74581, 6.53325, -0.74890], [-3.08470, 6.28451, -0.35140], [-4.29536, 2.77696, -0.97499], [-3.19606, 3.74387, 0.07344], [-5.02058, 3.97594, 0.04801], [-5.05698, 5.29387, -3.56120], [-5.47304, 3.72783, -2.84557], [-5.91095, 5.35763, -2.15819], [0.18793, 5.29647, -4.16089], [-0.32085, 3.68843, -3.54352], [0.20956, 4.81684, -2.45443], [-1.96203, 2.49788, -2.55701]]
}